{
  "formula": "C8H12ClO8V",
  "method": "ωB97M-V/def2-TZVPD",
  "symbols": ["V", "C", "C", "O", "O", "H", "H", "H", "C", "C", "O", "O", "H", "H", "H", "C", "C", "O", "O", "H", "H", "H", "C", "C", "O", "O", "H", "H", "H", "Cl"],
  "coordinates": [[0.413522, 0.430011, -0.308604], [4.309222, -1.854429, -0.167474], [3.013972, -1.352469, 0.495006], [2.027012, -1.007359, -0.211414], [2.941642, -1.473569, 1.719886], [3.917812, -2.734309, -0.678074], [4.993702, -2.204839, 0.605056], [4.757152, -1.178449, -0.895844], [-0.366458, -1.199599, -4.036174], [-0.169908, -0.472479, -2.664604], [-0.758988, -0.809719, -1.670424], [0.562712, 0.519201, -2.514194], [-0.647948, -0.516489, -4.837554], [-1.174908, -1.916589, -3.893224], [0.491032, -1.746439, -4.428324], [-1.252718, -0.276449, 3.419666], [-0.465868, -0.008099, 2.113996], [-0.563468, -0.768459, 1.163036], [0.295432, 0.901871, 1.973126], [-2.254618, -0.511169, 3.060206], [-1.391828, 0.580901, 4.078216], [-1.032298, -1.168209, 4.006426], [-3.179828, 2.148571, 1.137976], [-2.336268, 2.548391, -0.073964], [-2.731208, 3.549111, -0.741544], [-1.292038, 1.830511, -0.442154], [-2.933988, 1.149001, 1.496456], [-4.237578, 2.229841, 0.887616], [-3.062218, 2.867801, 1.948516], [2.128912, 2.443911, -0.541604]],
  "forces_ev_per_a": [[-2.33, -1.35, 0.69], [-1.03, -0.24, -0.08], [0.62, -0.57, 2.22], [-1.42, 1.84, -2.15], [0.35, 0.23, 0.08], [0.40, -0.17, -0.44], [0.02, 0.34, -0.14], [-0.06, -0.01, 0.09], [-0.37, 0.28, 0.75], [0.81, 0.25, -2.95], [-2.27, -2.40, 3.66], [2.65, 1.93, -0.28], [-0.06, 0.29, 0.27], [0.01, 0.03, -0.03], [0.30, 0.15, 0.55], [-1.05, 0.05, -0.81], [-1.14, -1.99, 2.89], [-1.31, -2.82, -3.31], [3.21, 5.14, -0.42], [-0.25, 0.05, -0.08], [0.55, 0.09, -0.17], [0.82, 0.10, -0.28], [0.27, -0.11, -0.02], [0.43, 1.14, -2.30], [0.81, -1.92, 1.53], [-0.15, 0.07, 0.95], [-0.07, 0.05, -0.02], [0.06, -0.23, -0.26], [0.38, 0.03, 0.01], [-0.18, -0.26, 0.05]],
  "spin_multiplicity": 4,
  "charge": -1,
  "gap_ha": [0.298, 0.128],
  "relative_energy_kj_mol": 7.6
}